This record from the OMol25 dataset describes the molecule C4H10N2O in a non-equilibrium geometry. The level of theory is ωB97M-V with the def2-TZVPD basis set.

Geometry as XYZ:
```
17
Properties=species:S:1:pos:R:3:forces:R:3
C -0.188 -0.648 2.044 0.919 -0.063 -0.404
N -0.483 -0.061 0.754 -0.299 0.109 -0.157
C -0.143 1.345 0.701 0.437 0.017 0.693
C -0.292 -0.884 -0.419 0.547 -0.547 0.299
C 0.652 -0.286 -1.441 -0.585 1.427 0.109
N 0.092 0.081 -2.634 0.546 -0.063 -0.774
O 1.799 0.003 -1.169 0.185 -0.618 -0.118
H -0.139 -1.733 1.968 -0.403 -0.019 0.066
H -0.889 -0.342 2.818 -0.150 -0.017 -0.001
H 0.826 -0.350 2.353 -0.049 0.071 0.226
H 0.832 1.542 1.181 -0.044 -0.129 -0.061
H -0.026 1.749 -0.303 -0.491 -0.079 -0.054
H -0.880 1.894 1.292 -0.055 0.264 -0.301
H 0.229 -1.807 -0.145 -0.131 -0.082 0.124
H -1.240 -1.192 -0.852 -0.231 0.100 -0.316
H 0.730 0.451 -3.328 -0.101 0.043 0.286
H -0.881 0.239 -2.822 -0.097 -0.412 0.383
```
Positions in Å, forces in eV/Å.

Summary:
Electronic energy, hartree: -343.14601
Orbital gap, eV: 9.1
SMILES string: CN(C)CC(N)=O
Energy above the lowest of the compared OMol25 structures with the same formula, charge and spin, kcal/mol: 34.8